[1]
27 unconnected molecules or ions with the total composition C23H84N2O27S2Si. Source: the OMol25 dataset; level of theory: ωB97M-V with the def2-TZVPD basis set.

Structure (XYZ):
```
139
Properties=species:S:1:pos:R:3:forces:R:3:lowdin_charge:R:1
C -0.90599 -2.72656 -7.31401 0.0818 0.1403 0.9116 0.01
C -1.28055 -1.66617 -6.19714 -0.4292 -0.5286 -0.8117 -0.46
O -1.60958 -0.56110 -6.61255 0.6536 -0.5995 0.5705 0.03
N -1.26389 -2.01184 -4.80161 -0.5612 0.5590 -1.4149 -0.10
C -1.66499 -0.81280 -4.03298 0.0453 0.8978 0.2665 -0.07
C -2.15161 -3.18186 -4.53276 -0.4453 -0.4401 1.3162 -0.18
C -2.02611 -3.73998 -3.04924 -0.5395 -1.1554 -0.2105 -0.17
C -1.23317 -5.10915 -2.99455 1.3041 0.9480 0.5342 -0.24
C -0.97306 -5.62652 -1.48172 -0.9551 -0.1225 -0.9083 -0.31
Si 0.85116 -6.06212 -1.11847 -0.1038 0.3627 0.7125 0.67
C 1.90127 -4.51045 -0.60741 -1.0469 0.5671 0.4812 -0.29
C 0.96983 -3.21842 -0.74750 0.3069 0.0986 -0.1712 -0.31
C 1.73333 -1.84063 -0.71504 -0.6604 0.4575 -1.6357 -0.48
S 2.17822 -1.27244 0.97839 -0.2012 -0.0175 0.2893 0.83
C 2.98324 0.36331 0.80700 1.7488 0.7535 -1.0136 -1.00
S 4.60888 0.38595 0.47029 -1.4137 -0.0955 0.2862 0.67
N 2.31722 1.64380 0.93343 -1.4501 -2.4167 -0.9119 -0.12
C 1.02359 1.55324 1.59881 -2.3591 0.8370 2.4544 -0.24
C -0.20183 0.99811 1.03334 -0.1902 0.6582 1.4890 -0.03
C -1.45976 1.00416 1.79995 1.2459 0.8531 1.2786 -0.07
C -1.55465 1.56937 3.16488 3.2368 0.2022 -1.4175 -0.07
C -0.28254 2.12917 3.73839 -0.3060 -1.1134 -2.0964 -0.06
C 0.96757 2.11962 2.96010 -2.1277 -0.7730 -0.4698 0.02
C 2.24566 2.39800 -0.30920 0.2054 2.8322 -2.0830 -0.23
C 2.43373 3.85733 -0.18610 -0.0849 -0.6499 -1.1346 0.00
C 2.39776 4.76710 -1.32409 -0.3513 -2.4533 -0.4222 -0.06
C 2.16410 4.20944 -2.66111 0.0205 -1.3922 2.4118 -0.07
C 1.93366 2.75880 -2.78671 0.2365 1.1264 1.1075 -0.07
C 1.96971 1.84622 -1.63294 0.2471 2.2119 0.1998 -0.01
H -1.79484 -2.90962 -7.98123 0.8450 0.1656 0.8275 0.10
H -0.54106 -3.69084 -6.86802 -0.3271 0.8594 -0.6736 0.06
H -0.11865 -2.23764 -7.95186 -0.6822 -0.6152 0.6142 0.08
H -1.63964 -0.94839 -2.92373 0.0325 -0.3264 -1.0337 0.08
H -0.96300 0.03444 -4.27142 -0.7617 -0.8929 0.1630 0.10
H -2.70022 -0.50025 -4.33854 0.8223 -0.1610 0.3524 0.10
H -1.93457 -4.02761 -5.22922 -0.1570 0.9347 0.4890 0.10
H -3.23287 -2.86846 -4.65328 1.1677 -0.1850 -0.1266 0.11
H -1.59299 -2.99558 -2.33226 -0.2492 -0.6570 -0.7541 0.09
H -3.06210 -3.97428 -2.66283 1.0056 0.5117 -0.4506 0.10
H -0.21653 -4.91037 -3.47110 -1.2240 -0.3813 0.3513 0.07
H -1.72478 -5.90963 -3.62084 0.3768 0.9142 0.6662 0.11
H -1.62117 -6.54309 -1.37007 0.8647 0.8907 0.2214 0.04
H -1.33444 -4.88693 -0.70789 0.3280 -0.6550 -0.8649 0.06
H 0.87158 -6.96833 0.05303 -0.0560 -0.1026 0.0685 -0.05
H 1.49394 -6.82893 -2.20902 -0.1080 0.1639 -0.1841 -0.04
H 2.82948 -4.48422 -1.23157 -0.7978 0.3215 0.5700 0.05
H 2.17993 -4.59773 0.47708 -0.0079 -0.1083 -1.0213 0.07
H 0.48606 -3.28396 -1.76821 0.5066 0.3721 0.9972 0.09
H 0.11468 -3.16617 0.00208 1.2234 -0.4751 -0.8391 0.09
H 2.59361 -1.90326 -1.43263 -0.3830 0.1828 0.9884 0.09
H 1.02620 -1.07099 -1.15197 0.6851 -0.7539 0.5214 0.05
H -0.17780 0.56446 -0.00171 -0.1017 0.5196 1.1737 0.10
H -2.40514 0.57371 1.37321 1.2140 0.4162 0.2189 0.09
H -2.52712 1.58936 3.72822 1.3122 -0.1508 -0.6797 0.06
H -0.24785 2.57183 4.76482 -0.2220 -0.5065 -1.2177 0.07
H 1.86050 2.58667 3.44920 -0.7925 -0.6441 -0.8301 0.10
H 2.63189 4.28209 0.83272 -0.2910 -0.5294 -1.1329 0.10
H 2.54780 5.85907 -1.16738 -0.1274 -1.1087 -0.0925 0.09
H 2.16856 4.90754 -3.52808 -0.0871 -0.9226 0.6441 0.10
H 1.73281 2.39150 -3.82479 0.3116 0.1001 1.3074 0.08
H 1.78643 0.75757 -1.76776 0.2659 1.0148 0.0430 0.08
O 1.47202 -4.83491 -5.19595 0.0966 0.1644 -0.2507 -0.06
H 1.08660 -3.97546 -5.40846 0.0020 -0.0240 0.1774 0.01
H 2.02387 -5.03669 -5.96090 -0.0326 -0.0625 0.0842 0.04
O 3.30155 1.87698 -5.55361 0.0321 -0.0248 -0.1172 -0.07
H 4.00491 2.18492 -6.13563 -0.0703 -0.0152 0.0710 0.04
H 2.59107 1.60697 -6.15121 -0.0304 0.0085 -0.1424 0.00
O 1.83692 6.87252 0.98513 -0.0392 0.1019 0.1250 -0.05
H 1.96549 6.99871 1.93301 -0.0133 0.0749 0.0394 0.02
H 0.90319 7.07039 0.84627 -0.0924 -0.0485 -0.0161 0.01
O -4.29367 1.62322 4.79013 -0.1647 0.2627 0.2877 -0.06
H -4.76543 2.16402 4.14391 -0.2271 -0.2025 0.0758 0.03
H -4.85242 0.84295 4.89080 0.1029 -0.0052 -0.1117 0.06
O -1.07523 8.27383 0.41773 -0.0462 0.1469 -0.0532 -0.04
H -1.86983 8.03341 -0.07301 0.1342 -0.1263 -0.0028 0.05
H -1.22779 9.19021 0.67620 0.0807 -0.0829 0.0488 0.05
O -1.27053 4.26731 -1.72321 -0.0425 -0.0583 -0.1501 -0.07
H -1.46965 4.69609 -2.56284 0.0446 -0.0336 0.0711 0.03
H -0.45627 3.77575 -1.89980 0.0360 0.0951 0.1113 0.00
O -1.67627 -0.28796 6.32137 -0.1485 0.2037 0.1206 -0.05
H -1.42240 0.04231 5.45066 -0.0085 -0.0437 -0.0305 0.02
H -1.54362 0.47100 6.90334 -0.0450 0.0401 -0.1358 0.04
O -5.49992 2.72456 7.64244 0.1016 -0.1446 0.0128 -0.06
H -4.97539 2.39359 8.37993 -0.0832 0.0600 -0.0315 0.03
H -5.10521 2.30648 6.86686 0.0566 0.0945 -0.0779 -0.01
O 1.67490 0.26214 -7.46150 0.1560 -0.2304 0.3446 -0.05
H 0.81702 -0.16173 -7.58824 -0.0972 0.2833 -0.1921 0.00
H 2.16886 -0.36380 -6.91731 0.0335 0.0553 -0.0776 0.05
O -1.18195 -2.05142 8.84648 -0.0783 -0.0457 0.0749 -0.07
H -1.35901 -1.61288 8.00553 0.0794 -0.0941 -0.1383 -0.01
H -0.36824 -2.54055 8.68196 -0.0059 0.1842 -0.0625 0.03
O 0.61174 1.69254 7.18020 -0.2049 0.0962 0.3325 -0.06
H 0.53537 2.62690 7.41180 -0.0734 -0.0397 -0.0892 0.08
H 0.59840 1.23682 8.03884 0.1700 0.0470 0.0883 0.04
O 3.09326 6.38472 3.78590 -0.2796 0.0855 -0.1422 -0.07
H 3.63841 6.05227 4.50540 -0.0017 0.0543 -0.1249 0.03
H 3.46398 5.96036 3.00216 0.2280 -0.1042 0.2341 0.00
O 2.17747 0.39869 9.12786 0.2024 0.2302 -0.0088 -0.06
H 2.76044 -0.20784 9.59663 -0.1799 0.0090 0.0340 0.06
H 2.45767 0.32270 8.20727 0.0313 -0.3115 0.0944 0.01
O -4.10240 -4.77130 -5.98270 -0.3646 -0.1157 -0.1572 -0.06
H -4.92973 -4.80290 -5.48791 0.0711 -0.0409 -0.0264 0.05
H -4.18229 -3.97456 -6.51965 0.0141 -0.0841 0.0209 0.04
O -5.09459 -2.46419 -2.25478 -0.1641 0.0877 0.1230 -0.06
H -5.51912 -3.00173 -1.57582 0.0863 -0.0188 -0.0685 0.04
H -5.25061 -1.55753 -1.96721 0.0475 -0.0563 -0.0840 0.04
O -1.36486 -3.76916 1.69923 -0.1224 0.1468 0.1715 -0.06
H -1.41573 -2.82774 1.90617 0.0604 -0.0598 -0.0112 0.04
H -1.43313 -4.20114 2.55877 0.0427 -0.0323 -0.0976 0.05
O 1.27956 9.28397 -1.86350 -0.1479 0.0318 0.1159 -0.06
H 0.90456 8.71382 -1.17968 0.0501 0.0108 -0.0424 0.00
H 1.11502 10.17616 -1.53985 0.0717 -0.0688 -0.0600 0.03
O -5.87738 1.48729 2.38082 0.1128 0.0534 -0.2815 -0.05
H -5.15481 1.81286 1.82943 -0.0337 -0.0611 0.0215 0.04
H -6.55321 1.22139 1.74700 -0.0406 0.0510 0.1519 0.05
O 4.45516 -6.01089 -2.24575 0.1772 -0.0065 -0.1969 -0.07
H 4.30772 -5.59529 -3.10355 -0.0965 -0.0326 0.0852 0.04
H 5.26458 -6.51993 -2.36767 -0.0717 0.0278 0.0863 0.04
O -0.32491 -0.17987 -9.86693 -0.2711 -0.0024 0.1117 -0.06
H -1.10646 -0.23252 -9.30126 0.0449 0.0086 0.0344 0.02
H -0.45040 0.63750 -10.36203 0.1217 -0.0627 0.0421 0.05
O 3.34570 1.72267 6.08453 0.0352 0.0806 0.0713 -0.06
H 2.54059 1.63997 6.61689 -0.0763 0.1123 -0.2661 -0.02
H 3.21241 2.53500 5.58428 0.0312 -0.0869 0.0199 0.02
O 1.06585 -1.21302 6.85123 0.3754 0.0733 -0.2046 -0.05
H 0.64852 -0.35991 6.67415 -0.0909 -0.3014 -0.1372 -0.01
H 1.59255 -1.38671 6.05896 0.0733 -0.0596 0.0538 0.04
O -1.96153 4.27562 4.99957 -0.2621 0.2069 -0.0122 -0.05
H -2.02073 5.05798 4.43928 0.1044 -0.0442 0.0658 0.05
H -2.71762 3.73930 4.73349 0.0769 -0.0427 0.1458 0.01
O 5.28365 4.64640 3.10346 0.2188 -0.1833 -0.0306 -0.05
H 5.83069 4.31142 3.82335 -0.0597 0.0272 -0.0454 0.05
H 5.64845 4.22419 2.31605 -0.1240 0.0214 0.0103 0.05
O 3.56022 -1.84350 4.33249 -0.0116 0.0174 -0.0661 -0.06
H 3.41723 -1.40402 3.48498 -0.0020 -0.0650 0.0644 -0.02
H 4.36301 -2.35850 4.19588 -0.0879 0.0277 0.0472 0.04
O -3.13811 -8.09313 -1.82645 -0.1845 -0.2064 -0.2051 -0.06
H -3.28540 -7.82624 -2.74146 0.0408 0.0328 0.0824 0.04
H -3.28267 -9.04641 -1.83433 0.0384 0.0750 0.0705 0.04
```
Positions in Å, forces in eV/Å.

The orbital gap is 7.53 eV. For the lowest unoccupied orbital energy, the calculation gives -0.52 eV. For the HOMO energy, the calculation gives -8.05 eV.

[2]
A molecular structure, C23H9Br4Cl5N3O2Rh. Source: the OMol25 dataset; level of theory: ωB97M-V with the def2-TZVPD basis set.

Structure (XYZ):
```
47
Properties=species:S:1:pos:R:3:forces:R:3:lowdin_charge:R:1
Rh -0.42484 -0.68852 -0.12917 0.1284 0.6573 -1.5654 1.20
C 2.20291 3.90698 1.39284 -0.5838 -1.3375 1.2780 -0.07
C 1.61862 3.19007 2.52092 1.9380 2.0531 0.3158 -0.09
C 0.54051 2.36442 2.40466 0.3089 -0.4593 1.8117 -0.07
C 0.07239 2.03810 1.14316 -0.0764 -0.3813 -1.5597 -0.26
C 0.58153 2.67122 -0.02436 1.6636 0.8483 3.4971 -0.01
C 1.66122 3.62854 0.14348 -2.4518 -2.4133 2.2539 -0.07
N -0.79371 0.91470 1.05972 1.4976 2.8119 0.0662 -0.14
N -1.54747 0.76187 2.09832 -1.2214 0.7059 0.7549 0.06
C -2.29076 -0.32562 1.99957 -0.1081 0.5284 -0.1513 -0.31
C -3.40033 -0.51782 2.88192 1.1132 -1.6663 -0.8250 0.00
C -3.96329 -1.75664 2.93444 -0.3487 -0.0883 0.9338 -0.09
C -3.52391 -2.70342 2.00483 -0.4684 -2.5588 -1.4174 -0.09
C -2.58095 -2.37406 1.03857 0.2736 -0.4813 -0.4314 -0.11
N -1.92542 -1.18701 0.99066 -2.8120 -1.8048 1.8963 -0.07
H 3.09492 4.53970 1.58570 -0.8615 -0.4250 -0.4437 0.10
H 2.08692 3.32484 3.54958 -0.6938 -0.0363 -1.4864 0.12
H 0.15949 1.86384 3.35191 0.3785 0.5856 -1.6747 0.13
H 0.28671 2.40819 -0.99192 -0.5889 -0.3857 -1.2062 0.07
H 1.96571 3.99327 -0.74969 1.4122 1.5698 -2.3675 0.06
H -3.66592 0.18977 3.60158 -0.0440 1.3105 0.7347 0.10
H -4.65690 -1.99672 3.77975 0.4412 0.1244 -1.2060 0.13
H -3.96975 -3.77190 1.92275 0.8278 2.0987 0.3611 0.13
H -2.24878 -3.08726 0.26206 -0.4622 0.2994 0.5798 0.11
Br 5.92708 -1.81427 -1.96479 0.1199 0.6180 0.1558 0.77
C 4.62795 -1.09346 -0.79728 0.4393 0.0463 -0.7092 -0.75
C 4.62873 -1.49817 0.55214 -0.6906 -0.9292 1.3477 -0.72
Br 6.24409 -1.98659 1.40233 -0.3694 0.0724 -0.2453 0.77
C 3.43038 -1.58130 1.25211 0.5904 -0.1381 -0.0511 -0.67
Br 3.20688 -2.11758 3.01846 0.4206 -0.2159 0.3784 0.84
C 2.22520 -1.25777 0.61295 -1.4662 0.6290 0.2614 -0.37
O 1.03791 -1.49009 1.12258 1.9244 0.0815 -0.3463 -0.17
C 2.33177 -0.47173 -0.61011 -1.6006 -0.1195 -1.4081 -0.32
O 1.21466 -0.12382 -1.19225 1.8962 0.2229 0.6804 -0.19
C 3.58885 -0.34975 -1.28476 -0.2920 0.4296 0.3032 -0.64
Br 3.80121 0.91850 -2.67085 -0.3037 -0.7014 0.0267 0.81
Cl -2.74581 2.02748 -1.38160 0.0178 -0.2866 -0.1794 0.71
C -2.31332 0.67187 -2.35964 1.0361 -0.8187 -0.9145 -0.68
C -1.52823 -0.39028 -1.86196 -0.7918 0.7093 0.8324 -0.28
C -1.13473 -1.39881 -2.69269 0.0730 -0.0133 -1.5927 -0.70
Cl -0.13976 -2.57623 -1.93217 0.5165 -1.5732 -0.6158 0.77
C -1.42247 -1.48405 -4.06813 -1.1578 1.3548 0.7054 -0.72
Cl -0.75146 -2.64866 -5.10045 -0.0159 -0.4704 -0.0531 0.72
C -2.32521 -0.50134 -4.55490 0.6285 -0.3074 1.4655 -0.70
Cl -3.23334 -0.83927 -5.97468 0.4196 0.4280 -0.1876 0.69
C -2.59810 0.63813 -3.73826 -0.5802 -0.3491 -0.4448 -0.67
Cl -3.35116 1.98067 -4.54736 -0.0760 -0.2243 0.4421 0.67
```
Positions in Å, forces in eV/Å.

The orbital gap (alpha / beta) is 6.06 / 5.68 eV. As for the multiplicity: 5. For the lowest unoccupied orbital energy (alpha / beta), the calculation gives -0.76 / -2.86 eV. For the HOMO energy (alpha / beta), the calculation gives -6.81 / -8.54 eV.